# 1
13
Properties=species:S:1:pos:R:3:forces:R:3:lowdin_charge:R:1 method="wB97M-V/def2-TZVPD" spin_multiplicity=1 relative_energy_ev=5.196 homo_energy_ha=-0.3434 orbital_gap_ev=8.89
H -0.3058 0.7179 -2.8971 0.124 -0.025 0.098 0.077
H 0.8190 1.7857 -2.0143 -0.047 -0.143 -0.044 0.078
C 0.5217 0.7476 -2.1836 0.000 0.019 -0.062 -0.051
H -0.9429 -1.0609 2.9315 0.087 0.054 -0.015 0.092
H -0.7875 0.5843 2.7901 0.064 -0.086 0.008 0.094
C -0.0675 -0.4393 1.2248 -0.078 0.234 -0.009 -0.502
N -0.3554 -0.3092 2.5918 -0.123 -0.032 -0.005 0.103
H 1.3795 0.2265 -2.6218 -0.109 0.055 0.105 0.081
H 0.8801 -1.0681 1.0268 0.086 -0.073 -0.070 0.194
C 0.7151 0.4543 0.4164 -0.277 -0.245 -0.026 0.130
N -0.8837 -0.7062 -0.8309 0.310 0.269 -0.037 0.119
O -1.0935 -1.0670 0.4445 0.024 -0.014 0.160 -0.040
C 0.1211 0.1343 -0.8783 -0.063 -0.013 -0.103 -0.376

---

# 2
22
Properties=species:S:1:pos:R:3:forces:R:3:lowdin_charge:R:1 method="wB97M-V/def2-TZVPD" spin_multiplicity=1 relative_energy_ev=3.148 homo_energy_ha=-0.3003 orbital_gap_ev=8.58
H 1.2622 -2.5070 -0.0488 0.545 -1.261 0.760 0.058
H 2.3771 -1.5680 -1.2190 2.320 0.603 0.019 0.058
H 1.2747 -0.1812 -1.5678 0.532 -0.790 -0.090 0.084
H -2.4696 5.0960 -0.9969 0.000 -0.486 0.754 0.051
C 0.7584 -0.1150 1.2390 -2.987 2.499 -0.058 -0.109
C 1.4243 -1.2937 -1.5435 -0.817 3.274 3.037 -0.120
O -0.2904 2.5420 -2.2696 0.660 -1.786 -1.113 -0.091
H -1.1269 -0.9238 0.3359 0.598 -0.182 0.246 0.119
H -1.0445 -3.0123 1.8781 -1.264 -0.876 -0.253 0.043
H -1.0979 2.1134 -1.9621 -0.006 0.145 0.086 0.019
H -2.6378 3.7612 -0.2308 -0.035 -0.294 -0.160 0.013
H 0.1242 1.7988 -2.8122 -0.652 1.597 1.019 0.065
H 0.1839 0.3456 2.0542 0.282 -0.579 0.796 0.048
H 0.5382 -2.6600 2.3597 0.181 0.204 -0.123 0.073
H 1.4000 -1.6626 -2.4992 -1.388 -1.297 -2.407 0.035
H 0.7044 0.9188 0.6829 0.981 -2.353 -0.180 0.098
H 1.7233 -0.4361 1.6170 0.139 0.120 -0.347 0.071
O -2.5119 4.6985 -0.1031 0.036 0.795 -0.574 -0.064
C -0.3995 -2.1991 2.0333 2.222 0.368 -2.825 -0.044
H -0.6954 -1.5487 2.8130 -0.634 0.631 0.592 0.050
N 0.6514 -1.8633 -0.4599 -2.677 -2.341 0.829 -0.117
C -0.1482 -1.3035 0.6997 1.964 2.008 -0.007 -0.341

---

# 3
13
Properties=species:S:1:pos:R:3:forces:R:3:lowdin_charge:R:1 method="wB97M-V/def2-TZVPD" spin_multiplicity=1 relative_energy_ev=5.170 homo_energy_ha="-0.3552 / -0.3514" orbital_gap_ev="8.25 / 8.25"
O -2.7968 0.3698 0.8652 -0.036 0.030 -0.267 0.059
H 1.8212 0.4437 0.4948 0.159 -0.160 0.020 0.063
C -1.4509 0.4480 0.6842 0.439 -0.028 0.037 -0.623
C -0.8502 0.7979 -0.6047 -0.337 -0.469 0.272 0.221
H 3.2467 -0.4686 -0.1490 -0.165 0.077 0.001 0.081
C 2.2679 -0.0408 -0.3773 -0.013 0.012 -0.026 -0.084
H -1.3221 0.1674 -1.3936 0.089 0.217 0.288 0.019
N -0.6319 0.1797 1.6268 -0.182 0.050 -0.314 0.165
C 1.3310 -1.0661 -0.8316 -1.168 -0.498 -0.290 -0.300
H 2.3547 0.7186 -1.1550 0.097 -0.095 -0.003 0.083
H -3.2421 0.3739 0.0074 -0.046 -0.002 0.075 0.106
N 0.4890 -1.7900 -1.1694 1.076 0.754 0.358 0.135
H -1.1123 -0.3191 2.3840 0.087 0.110 -0.152 0.076

---

# 4
22
Properties=species:S:1:pos:R:3:forces:R:3:lowdin_charge:R:1 method="wB97M-V/def2-TZVPD" spin_multiplicity=1 relative_energy_ev=1.745 homo_energy_ha=-0.3379 orbital_gap_ev=9.99
H 1.4840 -2.6331 1.6331 0.252 0.595 0.113 0.069
H 0.6258 -3.0311 -1.1884 0.545 0.519 -0.268 0.102
H -1.3591 1.3452 2.1205 -0.112 -0.449 0.102 0.009
C 0.6093 -2.3331 -0.3440 -1.504 0.329 0.011 -0.284
H 2.4129 1.4601 -0.4737 0.020 -0.319 0.617 0.070
C 0.6734 0.1364 0.0852 -0.847 -0.990 1.318 -0.303
H 2.1723 -3.5359 0.3487 -0.279 -0.148 0.209 0.066
N 0.3352 -0.9577 -0.8508 0.867 -0.408 -0.213 -0.084
H -0.3183 -2.7170 0.1246 0.416 0.416 0.404 0.106
H -2.1132 1.7775 -1.5933 -0.626 0.915 -0.093 0.046
H 0.8105 2.2150 -0.2821 0.394 0.049 -0.069 0.069
H -0.2398 0.4615 0.6704 0.695 -0.192 -1.102 0.087
H 2.7504 -1.9941 0.4454 -1.071 0.526 0.146 0.088
C 1.3414 1.3069 -0.5890 -0.502 0.941 -1.055 -0.090
O -2.8397 1.5412 -0.9879 1.491 -0.612 -0.452 -0.066
H 1.2447 1.2579 -1.6926 -0.339 -0.104 0.423 0.076
H 1.2750 -0.2875 0.8920 0.432 0.268 -0.034 0.085
C 1.7891 -2.5334 0.5935 1.120 -1.731 -0.391 -0.127
H -2.4116 0.6934 -0.7860 -0.766 -0.362 0.614 0.029
O -1.3955 2.2847 1.9716 -0.224 0.673 -0.196 -0.061
H 1.0036 -0.8714 -1.6101 -0.228 0.254 -0.167 0.082
H -2.1574 2.4294 1.3885 0.267 -0.169 0.084 0.030

---

# 5
60
Properties=species:S:1:pos:R:3:forces:R:3:lowdin_charge:R:1 method="wB97M-V/def2-TZVPD" spin_multiplicity=1 homo_energy_ha=-0.6317 orbital_gap_ev=6.34 charge=+3
H 1.2894 4.3137 -3.4654 -0.038 -0.019 -0.008 0.134
H -4.5136 0.7766 3.2997 -0.012 -0.010 -0.043 0.134
C -0.0571 3.3642 -1.2831 0.136 -0.001 0.018 -0.006
H 5.1291 0.8530 -0.7333 0.000 -0.048 0.080 0.106
H 2.2453 3.6878 2.0362 -0.095 -0.035 0.032 0.128
C 3.0748 3.1287 -3.4227 0.045 -0.062 0.134 -0.008
C 2.0510 1.9913 -1.1305 0.709 0.552 -1.361 -0.220
O -2.0870 -1.8187 -2.6906 0.289 0.349 0.419 0.241
H 0.1900 1.3032 4.3707 -0.013 -0.023 -0.030 0.111
H 3.4808 3.5716 -4.3216 0.017 0.038 0.017 0.131
H 2.6001 -2.0022 0.1141 0.014 -0.008 -0.095 0.113
H 0.0138 3.7894 -0.2790 -0.084 0.039 -0.005 0.094
H 4.1724 -0.3959 -1.4958 0.028 -0.043 0.032 0.094
C 1.6586 1.7956 1.2373 0.632 0.401 -0.373 -0.193
C 4.1070 0.5060 -0.8825 0.008 0.026 -0.186 -0.021
C -2.2077 -1.4218 4.4408 -0.150 -0.062 0.036 -0.006
H -3.6248 2.1795 1.6017 0.010 0.030 -0.131 0.107
H -1.9458 2.6287 1.9047 -0.041 0.056 -0.059 0.096
H 3.6896 0.2452 0.0907 0.068 -0.020 0.059 0.055
C -2.4962 0.6700 2.6127 0.522 -0.053 -0.024 -0.196
H 1.5682 -2.5790 1.2575 -0.055 -0.066 0.003 0.112
C 3.7946 2.1548 -2.7482 0.017 0.041 -0.156 -0.006
C 1.8374 3.5392 -2.9447 0.003 -0.030 -0.141 0.001
H 1.6820 -4.1096 -0.6150 0.010 -0.016 0.006 0.191
N -1.4436 -1.2577 -1.8618 -0.602 -0.958 -0.998 -0.349
C -1.2569 0.0191 2.7962 -1.205 -0.567 0.884 -0.217
N -0.1940 0.4705 1.9835 0.524 -0.353 -2.583 0.085
N 1.1957 -3.2215 -0.5857 -0.015 0.007 -0.008 0.051
H 0.1153 -4.8147 -2.3266 0.086 0.021 0.087 0.170
H 0.1129 -2.8080 3.6603 0.050 -0.021 -0.006 0.096
H -0.7355 2.4967 -1.2305 -0.079 0.113 -0.040 0.058
C 1.2918 2.9667 -1.8099 0.115 -0.327 0.406 -0.197
N -0.3045 -3.8991 -2.2229 -0.104 0.055 -0.062 0.289
C -2.6063 1.8020 1.6324 0.044 -0.066 0.101 -0.007
H -2.3334 1.4802 0.6134 -0.115 0.097 -0.006 0.054
H 1.9354 1.4131 4.0836 0.033 -0.019 -0.043 0.128
H 1.0194 -1.3237 3.2911 0.077 -0.017 0.045 0.053
H -1.1039 -3.6976 -2.8093 -0.040 0.020 -0.025 0.138
H -4.2797 -1.1074 4.8763 0.003 0.027 0.032 0.131
H 0.5171 -1.6957 4.9449 0.103 0.010 -0.035 0.108
H 3.2831 3.0866 0.7400 -0.024 -0.030 -0.024 0.111
C 3.3002 1.5568 -1.5977 -0.329 0.074 0.490 -0.205
N 1.4652 1.4328 0.0288 -2.019 -1.802 0.317 0.085
H -0.5140 4.1062 -1.9322 -0.120 -0.039 0.030 0.106
C -3.5644 0.2652 3.3922 -0.094 -0.089 -0.018 0.001
H 4.7692 1.8532 -3.1108 -0.002 -0.004 -0.047 0.136
C 0.7615 1.2491 2.3169 -0.394 -0.085 0.708 -0.192
O -1.6657 -0.0734 -1.4617 0.465 0.819 0.799 0.042
C 0.2178 -1.7476 3.8975 -0.159 -0.059 0.061 -0.021
N -0.3906 -1.7633 -1.2134 0.547 1.438 1.192 0.096
Ga -0.0991 0.0107 -0.0819 0.611 0.179 0.578 1.014
C 2.6953 2.7902 1.6042 0.137 0.119 -0.012 0.056
N 1.6253 -2.2220 0.3061 -0.003 0.140 0.094 0.079
C 0.9514 1.7125 3.7125 -0.017 0.015 0.172 0.055
H -2.1018 -2.2284 5.1553 -0.035 -0.022 0.002 0.136
C -3.4302 -0.7866 4.2893 0.156 0.011 0.009 -0.007
H 0.9158 2.8022 3.7741 0.026 0.028 -0.091 0.125
C 0.1435 -3.0037 -1.3815 0.116 -0.100 0.038 -0.318
H 3.3622 2.3809 2.3668 -0.023 -0.040 0.027 0.125
C -1.0969 -1.0415 3.7006 0.270 0.392 -0.298 -0.205

---

# 6
80
Properties=species:S:1:pos:R:3:forces:R:3:lowdin_charge:R:1 method="wB97M-V/def2-TZVPD" spin_multiplicity=1 homo_energy_ha=-0.1563 orbital_gap_ev=6.27 charge=-1
O -0.4361 5.4125 2.3609 0.324 0.354 -0.280 -0.064
H 5.4349 -4.8787 -2.9262 0.020 0.000 0.008 0.078
H -2.8527 0.4883 1.6222 0.068 -0.225 -0.248 0.103
H 1.8712 -2.1262 -5.4812 0.029 -0.041 0.083 0.079
H -5.4549 0.6313 -2.4083 0.044 0.015 0.062 0.089
O -0.4623 -1.1971 -4.5088 -0.187 -0.047 -0.168 -0.058
H -4.0315 2.6536 3.3217 -0.175 0.099 0.378 0.079
C -6.1179 -1.3830 -3.8987 -0.114 -0.058 0.095 -0.068
H 4.4166 -1.6492 -1.7356 -0.043 0.003 0.053 0.091
C 0.6285 -2.8196 -3.0993 -0.170 -0.023 0.069 -0.056
C -0.0616 2.7638 4.5556 -0.269 -0.261 0.191 -0.233
H 2.8743 1.4474 2.5788 0.008 -0.040 0.002 0.085
H 0.8855 5.7049 0.8563 -0.048 0.084 -0.003 0.126
O 3.6531 -2.2236 -1.8641 -0.087 -0.064 -0.110 -0.068
O 2.0507 0.9563 2.4799 -0.119 -0.081 -0.143 -0.058
H -0.7952 4.6835 2.8962 -0.208 -0.314 0.143 0.055
H 1.3801 -0.9313 2.3021 -0.087 0.105 0.005 0.143
H -0.5860 3.0456 1.1507 0.133 -0.001 0.010 0.065
H -4.3653 1.2338 -0.0095 -0.013 0.326 -0.524 0.013
O -1.8343 1.4452 5.4166 -0.345 -0.017 -0.100 -0.052
C 0.5090 4.8657 1.4469 -0.298 -0.256 0.381 -0.483
H 1.4781 -2.1605 -2.9150 0.076 -0.047 -0.058 0.065
C 0.0121 -2.5403 -4.4613 0.445 0.133 0.172 -0.498
O -1.2809 3.1621 3.9683 0.251 0.491 -0.383 -0.069
H -3.9859 0.8878 3.6252 -0.291 -0.009 0.296 0.090
H -2.9064 -0.7480 -2.7570 0.007 -0.043 0.007 0.081
C -0.1709 3.8525 0.5430 -0.078 -0.035 -0.224 -0.063
C 3.2123 -0.7309 1.1975 -0.117 -0.002 -0.067 -0.061
H 1.3602 -3.8200 -5.5841 0.018 0.003 0.012 0.076
C -3.4279 1.7454 3.2566 0.485 0.306 -0.206 -0.127
H -0.3702 2.1979 6.6608 -0.261 0.191 0.156 0.099
O -5.3602 -0.1984 -1.9260 -0.172 -0.155 0.116 -0.059
H 0.5323 2.2735 3.7836 -0.033 -0.524 0.350 0.058
H -0.0994 -2.6373 -2.3084 -0.038 -0.042 -0.018 0.085
C -3.1594 1.5196 1.7590 -0.167 0.355 0.816 -0.377
C 3.0051 -0.8913 3.7025 -0.092 -0.027 0.110 -0.058
H 1.2881 3.4020 2.8256 0.184 0.266 -0.420 0.028
C -0.5082 1.7581 5.6668 0.853 0.440 0.295 -0.237
C 2.3430 -0.4323 2.4120 0.432 0.155 0.067 -0.485
H -6.2638 -0.4542 -4.4571 0.078 -0.002 -0.040 0.079
H 2.1479 4.9397 2.8603 0.001 0.074 -0.044 0.080
H 2.3642 -0.6677 4.5551 -0.046 -0.009 -0.023 0.074
H 3.2203 -4.1921 -1.9545 -0.089 0.079 -0.010 0.127
H 3.9860 -3.6716 0.3441 0.009 -0.084 -0.048 0.064
C 4.1068 -3.5741 -1.8091 0.434 0.136 0.079 -0.495
C -4.3366 1.8659 0.8670 0.352 -0.449 0.213 -0.626
C 5.0999 -3.8404 -2.9306 -0.097 -0.010 -0.128 -0.059
H -1.2407 1.0369 3.3551 0.006 -0.028 -0.193 0.126
H 0.5296 3.4177 -0.1752 0.039 -0.013 0.010 0.075
H -0.8642 -3.1748 -4.6051 -0.094 0.098 -0.026 0.133
H -3.7500 0.0737 -4.0601 -0.051 -0.030 -0.064 0.085
C -3.6805 -0.8703 -3.5129 0.046 -0.122 0.072 -0.064
H -7.0636 -1.6235 -3.4117 0.014 -0.030 0.018 0.075
H -3.3630 -1.6479 -4.2091 0.032 0.030 -0.031 0.072
C 4.7118 -3.8682 -0.4448 -0.120 -0.044 0.079 -0.060
I -4.2076 3.9394 0.3525 -0.329 0.014 -0.273 0.742
H 3.2062 -1.9645 3.6875 0.023 -0.007 -0.002 0.074
H 0.9721 -3.8537 -3.0246 0.010 -0.003 -0.005 0.075
C 1.0066 -2.7873 -5.5867 -0.089 -0.008 -0.132 -0.064
H -4.9115 -2.1309 -2.2868 -0.033 0.030 0.104 0.136
H -5.8781 -2.1773 -4.6078 0.013 0.016 -0.013 0.075
H 4.6484 -3.6239 -3.8995 -0.032 -0.025 0.007 0.075
C -5.0133 -1.2118 -2.8655 0.139 0.359 -0.308 -0.499
H -5.2722 1.7434 1.3893 -0.316 0.102 0.153 0.034
H 4.1661 -0.1985 1.2712 0.044 -0.031 0.087 0.082
H 0.2938 -0.6126 -4.3825 -0.033 -0.016 0.059 0.091
H 5.5757 -3.2229 -0.2632 0.039 -0.025 -0.047 0.086
B -1.9810 1.8481 3.9813 -0.049 -0.919 -0.047 -0.739
H -2.3134 2.1551 1.5351 0.249 -0.127 -0.467 0.037
H 5.0357 -4.9073 -0.3699 0.021 -0.002 -0.009 0.080
H 2.7191 -0.3959 0.2846 -0.035 -0.061 0.013 0.080
H 3.4192 -1.7995 1.1089 -0.023 0.115 0.006 0.049
H 2.4059 3.8138 1.5102 0.025 0.003 -0.047 0.073
H 3.9521 -0.3638 3.8544 0.037 -0.033 -0.068 0.078
H 0.5485 3.5993 4.9103 -0.326 0.268 0.276 0.118
C 1.6608 4.2172 2.2016 0.203 0.061 0.081 -0.068
H 0.5499 -2.5777 -6.5548 -0.028 -0.027 0.006 0.075
H 0.1667 0.8891 5.6714 -0.081 -0.300 -0.281 0.097
H 5.9761 -3.1945 -2.8256 0.027 -0.035 0.073 0.081
H -0.9979 4.3044 -0.0081 0.067 0.042 0.047 0.037

---

# 7
6
Properties=species:S:1:pos:R:3:forces:R:3:lowdin_charge:R:1 method="wB97M-V/def2-TZVPD" spin_multiplicity=1 relative_energy_ev=0.062 homo_energy_ha=-0.4170 orbital_gap_ev=12.32
H -0.9837 0.3547 -0.8275 0.334 -0.119 -0.532 0.024
H -1.3648 1.3209 0.2768 -0.125 -0.631 -0.135 0.056
O -1.4247 0.3822 0.0164 -0.181 0.771 0.740 -0.062
H 1.6782 -1.3174 -0.0817 -0.279 0.612 0.174 0.046
O 1.4268 -0.3785 -0.0251 0.458 -0.442 -0.271 -0.075
H 0.7034 -0.3135 0.6041 -0.206 -0.190 0.023 0.009

---

# 8
9
Properties=species:S:1:pos:R:3:forces:R:3:lowdin_charge:R:1 method="wB97M-V/def2-TZVPD" spin_multiplicity=1 relative_energy_ev=4.060 homo_energy_ha=-0.3764 orbital_gap_ev=11.30
C -1.5397 -0.0426 -0.3044 0.327 -3.499 0.318 -0.202
N -2.3090 0.3013 0.6240 -0.085 1.934 0.344 -0.006
N 2.7021 -0.8369 -1.2631 1.133 -0.508 -1.473 0.179
H -2.3467 1.3573 0.6352 -0.278 -1.224 0.056 0.056
H -1.0414 0.5923 -0.9993 0.417 0.585 -0.521 0.039
H -1.3275 -1.1988 -0.3797 -0.354 2.203 -0.187 0.090
H 1.7796 -0.0437 1.5225 0.516 -0.204 -1.530 0.117
N 1.7586 0.2033 0.5112 -2.992 3.436 5.076 0.087
N 2.3240 -0.3321 -0.3464 1.315 -2.724 -2.082 -0.360

---

In the order shown, the computed molecular weight values come out to 98.10 109.17 98.10 109.17 481.23 541.34 36.03 72.07 g/mol.